(1)
Below is C51H62I2N5OPSSbSi3Ti as an isolated structure at a distorted geometry, with properties calculated with ωB97M-V/def2-TZVPD.

Computed properties:
- charge = +1
- E_HOMO (alpha / beta) (eV) = -8.44 / -8.44
- orbital gap (alpha / beta) (hartree) = 0.13824 / 0.13821
- E_tot (Ha) = -5622.72199

Last column: Löwdin charge in e.
CARTESIAN COORDINATES (ANGSTROEM)
Ti: 0.48 0.16 -0.20  0.6870
C: -1.43 -4.37 2.20  -0.0681
C: -2.26 -3.23 1.70  -0.3420
C: -3.59 -3.49 1.34  -0.0267
C: -4.39 -2.45 0.91  -0.0609
C: -3.86 -1.17 0.89  -0.0360
C: -2.53 -0.98 1.27  -0.2579
N: -1.74 -2.01 1.64  0.0145
C: -2.04 0.39 1.47  -0.1724
C: -2.91 1.26 2.10  0.0332
C: -2.49 2.54 2.46  0.0080
C: -1.17 2.87 2.28  0.0102
C: -0.30 1.95 1.69  -0.1613
N: -0.76 0.75 1.18  0.0126
C: 1.14 2.11 1.70  -0.1994
C: 1.78 3.17 2.35  0.0060
C: 3.15 3.19 2.43  0.0161
C: 3.87 2.14 1.85  0.0167
C: 3.19 1.14 1.19  -0.2972
C: 3.96 0.04 0.53  -0.0217
N: 1.85 1.10 1.11  0.0095
H: -0.77 -4.04 3.00  0.0558
H: -0.82 -4.78 1.39  0.0683
H: -2.08 -5.16 2.57  0.0867
H: -3.96 -4.49 1.41  0.1215
H: -5.41 -2.63 0.61  0.1232
H: -4.45 -0.33 0.58  0.0999
H: -3.90 0.92 2.36  0.1302
H: -3.17 3.23 2.94  0.1368
H: -0.80 3.83 2.60  0.0209
H: 1.21 3.96 2.79  0.0485
H: 3.67 3.99 2.94  0.1306
H: 4.95 2.12 1.90  0.1264
H: 4.18 -0.75 1.24  0.0897
H: 4.90 0.42 0.14  0.1015
H: 3.38 -0.38 -0.30  0.0026
I: 0.98 -2.14 1.47  1.3772
C: 2.92 -3.11 1.31  -0.4916
C: 3.39 -3.59 2.52  -0.1518
C: 4.47 -4.47 2.58  -0.0595
C: 5.04 -4.92 1.42  -0.0147
C: 4.61 -4.43 0.17  -0.1484
C: 5.21 -4.92 -1.00  -0.0067
C: 4.82 -4.49 -2.23  -0.0363
C: 3.82 -3.51 -2.32  -0.0863
C: 3.21 -2.98 -1.20  -0.2757
P: 1.93 -1.70 -1.62  1.0397
C: 2.77 -0.74 -2.94  -0.3776
C: 4.14 -0.57 -3.06  -0.0961
C: 4.66 0.24 -4.05  -0.0612
C: 3.81 0.91 -4.92  -0.0541
C: 2.44 0.76 -4.79  -0.0710
C: 1.92 -0.03 -3.79  -0.1302
C: 0.95 -2.92 -2.58  -0.3596
C: 0.27 -3.88 -1.84  -0.1532
C: -0.40 -4.91 -2.47  -0.1031
C: -0.40 -4.98 -3.85  -0.0649
C: 0.28 -4.03 -4.60  -0.0564
C: 0.96 -3.01 -3.96  -0.0930
C: 3.55 -3.46 0.09  -0.1932
H: 2.89 -3.30 3.43  0.0904
H: 4.80 -4.83 3.54  0.1143
H: 5.83 -5.65 1.45  0.1215
H: 5.99 -5.67 -0.91  0.1220
H: 5.25 -4.88 -3.13  0.1169
H: 3.53 -3.18 -3.30  0.1087
H: 4.82 -1.08 -2.38  0.1099
H: 5.73 0.36 -4.15  0.1123
H: 4.22 1.54 -5.70  0.1141
H: 1.77 1.26 -5.48  0.1122
H: 0.85 -0.10 -3.63  0.0869
H: 0.26 -3.82 -0.75  0.0518
H: -0.93 -5.64 -1.89  0.1102
H: -0.93 -5.78 -4.35  0.1110
H: 0.28 -4.09 -5.67  0.1135
H: 1.49 -2.28 -4.56  0.1030
S: -2.76 -2.67 -1.88  0.8818
C: -1.67 -1.62 -1.47  -0.8398
N: -0.83 -0.81 -1.21  -0.0989
N: 2.92 2.41 -1.51  0.1751
C: 1.55 2.50 -1.26  -0.5863
O: 0.90 1.35 -1.41  -0.3197
C: 0.96 3.63 -0.84  -0.0186
I: -0.07 6.43 1.39  -0.3416
H: 3.16 1.73 -2.21  0.0659
H: 3.35 3.31 -1.68  0.1162
H: 1.52 4.53 -0.72  0.0476
H: -0.08 3.64 -0.56  0.0206
C: -4.72 4.37 -3.18  -0.2157
Si: -3.97 3.40 -1.72  0.3827
C: -5.36 2.23 -1.12  -0.2168
C: -3.38 4.51 -0.29  -0.2187
Sb: -1.80 2.04 -2.47  0.9258
Si: -2.90 0.52 -4.40  0.3958
C: -3.49 1.40 -5.99  -0.2156
C: -4.44 -0.28 -3.60  -0.2537
C: -1.59 -0.79 -4.89  -0.2344
Si: -0.73 4.12 -3.80  0.4202
C: 1.14 3.95 -4.18  -0.2091
C: -1.59 4.25 -5.50  -0.2288
C: -1.03 5.77 -2.88  -0.2092
H: -5.66 4.82 -2.89  0.0301
H: -4.92 3.71 -4.02  0.0092
H: -4.07 5.16 -3.54  0.0062
H: -5.96 2.71 -0.35  0.0283
H: -4.97 1.31 -0.71  -0.0209
H: -6.03 1.97 -1.94  0.0183
H: -4.10 5.28 -0.05  0.0402
H: -2.44 5.00 -0.51  -0.0301
H: -3.24 3.92 0.61  -0.0157
H: -4.03 2.31 -5.77  0.0016
H: -4.17 0.76 -6.55  0.0298
H: -2.67 1.65 -6.65  0.0124
H: -5.31 0.35 -3.71  0.0203
H: -4.29 -0.47 -2.54  -0.0371
H: -4.66 -1.24 -4.07  0.0228
H: -0.80 -0.35 -5.49  0.0223
H: -2.03 -1.60 -5.46  0.0360
H: -1.14 -1.23 -4.00  -0.0344
H: 1.53 2.98 -3.88  -0.0272
H: 1.71 4.71 -3.66  0.0306
H: 1.33 4.07 -5.24  0.0285
H: -1.28 3.46 -6.17  0.0105
H: -1.33 5.20 -5.98  0.0324
H: -2.67 4.22 -5.41  -0.0022
H: -0.61 5.78 -1.88  -0.0276
H: -2.09 5.99 -2.80  0.0096
H: -0.57 6.58 -3.43  0.0372

(2)
Below is C51H63BeN8O4 as an isolated structure at a distorted geometry, with properties calculated with ωB97M-V/def2-TZVPD.

Computed properties:
- energy above the lowest of the compared OMol25 structures with the same formula, charge and spin (eV) = 17.288
- charge = +1
- E_HOMO (eV) = -10.52
- orbital gap (hartree) = 0.26655
- E_tot (Ha) = -2733.44966

Last column: Löwdin charge in e.
CARTESIAN COORDINATES (ANGSTROEM)
Be: -19.14 19.93 3.67  -0.0092
C: -22.65 20.99 4.65  -0.1667
C: -21.97 19.64 4.53  -0.2809
O: -20.78 19.65 3.79  -0.4054
H: -22.48 21.58 3.75  0.0217
H: -22.18 21.53 5.47  0.0658
H: -23.71 20.86 4.87  0.0501
H: -22.74 19.11 3.97  0.1130
H: -21.88 19.21 5.52  0.0336
N: -19.74 20.10 2.07  -0.0058
C: -18.77 20.01 1.10  -0.0507
C: -19.09 19.82 -0.25  -0.0184
C: -20.43 19.96 -0.64  -0.0174
C: -21.36 20.19 0.36  -0.0335
C: -21.04 20.14 1.67  -0.0920
H: -17.78 19.81 1.47  0.1077
H: -18.40 19.63 -1.06  0.1123
H: -20.60 19.90 -1.71  0.1143
H: -22.39 20.27 0.04  0.0867
H: -21.72 19.97 2.48  0.1274
N: -24.99 17.37 5.52  -0.0178
C: -25.34 18.59 6.13  -0.0838
C: -25.28 19.83 5.44  -0.0642
C: -24.95 19.85 4.11  -0.1510
C: -24.66 18.66 3.48  -0.0257
C: -24.69 17.40 4.20  -0.0550
H: -25.59 18.69 7.17  0.1069
H: -25.43 20.80 5.89  0.1203
H: -24.85 20.82 3.65  0.0066
H: -24.38 18.63 2.44  0.1165
H: -24.51 16.43 3.76  0.1115
N: -18.81 20.99 5.12  0.0105
C: -17.66 21.66 5.47  -0.0387
C: -17.49 22.28 6.75  -0.0074
C: -18.57 22.14 7.65  -0.0540
C: -19.81 21.58 7.26  0.0008
C: -19.85 21.10 5.95  -0.1165
H: -16.98 21.71 4.63  0.0955
H: -16.57 22.72 7.09  0.1144
H: -18.33 22.41 8.67  0.1164
H: -20.56 21.55 8.03  0.1222
H: -20.83 20.76 5.66  0.0885
N: -23.38 22.21 6.54  -0.0186
C: -23.68 20.92 6.89  -0.2075
C: -24.52 20.62 7.86  -0.0875
C: -25.12 21.66 8.57  0.0108
C: -24.80 23.00 8.27  -0.0162
C: -23.86 23.18 7.29  -0.1254
H: -23.48 20.13 6.17  0.0654
H: -24.73 19.59 8.11  0.1009
H: -25.59 21.38 9.50  0.1193
H: -25.17 23.83 8.85  0.1194
H: -23.41 24.14 7.06  0.1077
N: -19.43 21.63 3.39  0.0064
C: -20.72 22.23 3.09  -0.0708
C: -20.87 23.56 2.85  -0.0913
C: -19.78 24.36 2.58  -0.0010
C: -18.51 23.70 2.61  -0.0102
C: -18.38 22.43 3.09  -0.1253
H: -21.59 21.59 3.14  0.0075
H: -21.86 23.99 2.81  0.1032
H: -19.84 25.40 2.30  0.1263
H: -17.62 24.28 2.40  0.1159
H: -17.47 21.87 3.25  0.1026
N: -23.80 16.93 8.76  0.0984
C: -23.83 17.15 7.43  -0.1222
C: -23.08 18.22 6.91  -0.1280
C: -22.20 18.92 7.73  -0.1234
C: -22.18 18.63 9.08  -0.0518
C: -23.00 17.63 9.53  -0.1553
H: -24.46 16.53 6.81  0.0922
H: -23.03 18.50 5.87  0.0789
H: -21.72 19.79 7.31  0.0879
H: -21.45 19.23 9.61  0.1116
H: -23.16 17.69 10.60  0.1095
N: -18.99 18.75 4.79  -0.0504
C: -17.79 18.10 4.78  -0.0819
C: -17.53 17.01 5.63  -0.0064
C: -18.48 16.66 6.65  -0.0239
C: -19.71 17.33 6.72  0.0202
C: -19.88 18.37 5.75  -0.0454
H: -16.92 18.31 4.17  0.1125
H: -16.58 16.49 5.67  0.1032
H: -18.20 15.85 7.32  0.1026
H: -20.52 17.03 7.36  0.0988
H: -20.85 18.84 5.72  0.0314
N: -18.94 18.29 2.95  -0.0362
C: -17.99 17.77 2.10  -0.1006
C: -18.29 16.74 1.21  -0.0381
C: -19.58 16.25 1.16  -0.0482
C: -20.50 16.71 2.08  0.0022
C: -20.19 17.75 2.94  -0.0470
H: -16.99 18.13 2.28  0.1171
H: -17.56 16.37 0.51  0.1142
H: -19.89 15.48 0.46  0.1144
H: -21.54 16.45 1.94  0.1132
H: -20.97 18.08 3.61  0.1153
C: -19.80 23.95 5.51  -0.0148
C: -21.26 24.23 5.95  -0.3636
O: -21.44 25.07 6.84  0.0658
C: -22.35 23.64 5.10  -0.1070
H: -19.78 22.99 5.01  0.0441
H: -19.18 23.85 6.40  0.0639
H: -19.38 24.81 4.99  0.1043
H: -22.15 22.62 4.77  0.0332
H: -22.38 24.40 4.32  0.1181
H: -23.24 23.78 5.72  0.0434
C: -22.94 22.22 1.89  -0.0721
C: -24.12 21.46 1.56  -0.4242
O: -24.67 20.67 2.28  -0.0271
C: -24.50 21.53 0.15  0.0145
H: -22.23 22.33 1.07  0.1294
H: -22.38 21.83 2.74  -0.0222
H: -23.36 23.21 2.06  0.1143
H: -23.68 21.38 -0.55  0.0827
H: -24.89 22.51 -0.13  0.1099
H: -25.33 20.86 -0.08  0.1072
C: -24.61 22.82 3.94  -0.0360
C: -25.63 23.92 4.26  -0.3842
O: -25.53 24.97 3.59  0.0408
C: -26.74 23.73 5.26  0.0116
H: -25.08 21.90 3.59  0.0719
H: -24.06 22.49 4.82  0.0539
H: -23.85 23.22 3.27  0.0479
H: -27.41 22.97 4.85  0.1007
H: -27.16 24.73 5.39  0.0930
H: -26.22 23.51 6.19  0.0557

(3)
Below is C51H63Br2N9O3SSbSeSi3Tl as an isolated structure at a distorted geometry, with properties calculated with ωB97M-V/def2-TZVPD.

Computed properties:
- charge = -2
- E_HOMO (eV) = -2.31
- orbital gap (hartree) = 0.20409
- E_tot (Ha) = -11928.82056

Last column: Löwdin charge in e.
CARTESIAN COORDINATES (ANGSTROEM)
Tl: -0.35 0.04 -0.64  0.9277
O: -1.16 1.77 -2.41  -0.1785
C: -0.75 2.63 -3.24  -0.4276
C: -1.45 2.88 -4.47  -0.0434
C: -1.05 3.83 -5.37  -0.1132
C: 0.09 4.62 -5.13  -0.1316
C: 0.79 4.41 -3.97  -0.0930
C: 0.42 3.46 -3.01  -0.1824
C: 1.22 3.40 -1.80  -0.1409
N: 1.02 2.68 -0.77  -0.0169
C: 1.97 2.81 0.32  -0.2197
C: 2.73 1.51 0.56  -0.2441
N: 2.00 0.57 1.40  -0.0154
C: 2.06 -0.65 1.05  -0.2513
C: 1.45 -1.82 1.66  -0.1720
C: 1.71 -3.03 1.00  -0.0979
C: 1.18 -4.24 1.39  -0.1512
C: 0.32 -4.24 2.50  -0.1210
C: 0.03 -3.08 3.17  -0.0398
C: 0.59 -1.80 2.81  -0.4182
O: 0.31 -0.79 3.52  -0.2744
H: -2.31 2.25 -4.66  0.1110
H: -1.61 3.96 -6.28  0.0921
H: 0.41 5.37 -5.85  0.0775
H: 1.67 5.01 -3.76  0.1021
H: 2.08 4.10 -1.81  0.1175
H: 1.42 3.06 1.23  0.0924
H: 2.69 3.62 0.11  0.1035
H: 3.67 1.76 1.07  0.0946
H: 2.99 1.07 -0.41  0.1116
H: 2.60 -0.90 0.12  0.1098
H: 2.35 -2.99 0.13  0.1025
H: 1.40 -5.15 0.85  0.0818
H: -0.14 -5.17 2.83  0.0883
H: -0.64 -3.09 4.02  0.0927
Br: 0.73 -2.90 -5.46  0.6939
C: -0.99 -2.36 -4.86  -0.6175
C: -2.09 -2.69 -5.64  -0.2085
C: -3.36 -2.37 -5.23  -0.6486
Br: -4.83 -2.84 -6.36  0.6770
C: -3.58 -1.71 -4.00  -0.1975
C: -4.85 -1.37 -3.49  -0.0461
C: -4.95 -0.76 -2.27  -0.0630
C: -3.78 -0.50 -1.54  -0.1615
N: -2.59 -0.81 -2.00  0.0785
C: -2.45 -1.38 -3.21  -0.1318
C: -1.06 -1.66 -3.63  -0.4734
O: -0.07 -1.35 -2.94  -0.1773
H: -1.94 -3.22 -6.57  0.0830
H: -5.73 -1.60 -4.07  0.0671
H: -5.92 -0.49 -1.86  0.1029
H: -3.81 -0.03 -0.56  0.1070
Se: -6.91 -5.15 -0.22  1.0173
N: -5.32 -5.31 -1.02  -0.2365
C: -4.52 -4.44 -0.47  -0.3305
C: -3.12 -4.26 -0.85  -0.0965
C: -2.53 -5.01 -1.87  -0.0012
C: -1.21 -4.77 -2.18  -0.0307
C: -0.52 -3.79 -1.46  -0.1226
N: -1.07 -3.07 -0.51  0.1491
C: -2.35 -3.30 -0.19  -0.1511
C: -2.94 -2.45 0.87  -0.1592
N: -2.16 -1.51 1.41  0.1349
C: -2.65 -0.74 2.35  -0.1514
C: -3.97 -0.83 2.81  -0.0362
C: -4.79 -1.78 2.25  -0.0091
C: -4.27 -2.61 1.25  -0.1064
C: -5.09 -3.62 0.59  -0.3345
N: -6.35 -3.84 0.87  -0.2413
H: -3.13 -5.73 -2.41  0.1110
H: -0.72 -5.31 -2.98  0.1045
H: 0.50 -3.55 -1.71  0.1131
H: -1.97 0.01 2.75  0.0638
H: -4.32 -0.16 3.58  0.1045
H: -5.82 -1.90 2.55  0.1074
C: -0.14 0.95 7.89  -0.2344
Si: -1.00 0.86 6.20  0.2991
C: -1.50 -0.94 6.03  -0.2288
C: -2.60 1.87 6.36  -0.2397
Sb: 0.37 1.76 4.23  0.9395
Si: 2.64 0.99 5.12  0.3111
C: 2.67 -0.85 5.48  -0.2117
C: 3.32 1.86 6.66  -0.2330
C: 3.92 1.33 3.78  -0.2332
Si: 0.47 4.15 5.29  0.2720
C: -1.12 5.06 4.79  -0.2483
C: 1.86 5.08 4.37  -0.2484
C: 0.69 4.62 7.12  -0.2434
H: -0.87 0.77 8.69  0.0221
H: 0.31 1.93 8.07  -0.0062
H: 0.64 0.20 7.97  0.0157
H: -2.25 -1.19 6.79  0.0245
H: -0.64 -1.59 6.15  0.0164
H: -1.90 -1.15 5.04  -0.0028
H: -3.41 1.23 6.71  0.0156
H: -2.91 2.32 5.41  0.0117
H: -2.47 2.69 7.08  0.0144
H: 1.78 -1.17 6.03  0.0089
H: 3.56 -1.11 6.06  0.0241
H: 2.67 -1.42 4.55  0.0226
H: 2.73 1.68 7.55  0.0064
H: 3.38 2.94 6.51  0.0048
H: 4.33 1.49 6.83  0.0200
H: 3.67 0.78 2.88  -0.0085
H: 4.92 1.02 4.12  0.0258
H: 3.96 2.39 3.52  0.0175
H: -1.29 4.96 3.72  0.0121
H: -1.06 6.12 5.04  0.0188
H: -2.00 4.64 5.29  0.0025
H: 1.58 5.22 3.33  0.0177
H: 2.80 4.54 4.39  -0.0002
H: 2.02 6.07 4.82  0.0160
H: -0.11 4.22 7.74  0.0052
H: 0.66 5.71 7.19  0.0159
H: 1.64 4.28 7.54  0.0037
C: -1.01 6.20 -1.47  -0.0602
C: -1.74 4.96 -1.98  -0.2226
N: -1.62 3.86 -1.04  -0.0034
C: -2.58 3.30 -0.30  -0.8569
S: -2.21 2.53 1.14  0.5736
N: -3.85 3.27 -0.81  0.0039
C: -4.12 2.95 -2.21  -0.2410
C: -5.20 3.85 -2.81  -0.0874
H: -1.14 7.03 -2.16  0.0700
H: 0.06 6.00 -1.37  0.0657
H: -1.39 6.49 -0.49  0.0732
H: -1.32 4.65 -2.94  0.0699
H: -2.79 5.19 -2.13  0.1059
H: -0.69 3.58 -0.76  0.0668
H: -4.48 2.83 -0.15  0.0954
H: -4.43 1.91 -2.28  0.0966
H: -3.19 3.02 -2.77  0.0766
H: -6.14 3.73 -2.27  0.0643
H: -5.37 3.58 -3.85  0.0692
H: -4.91 4.90 -2.76  0.0588